Record 1
ORCA calculation (ωB97M-V/def2-TZVPD) on 7 unconnected molecules or ions with the total composition C6H23NO6 in a non-equilibrium geometry.

For the LUMO energy, the calculation gives 0.017 hartree. Its relative energy (zero: lowest compared OMol25 entry of this formula, charge and spin) is 2.239 eV. As for the frontier orbital gap: 8.381 eV. The value obtained for the calculated total energy is -20369.07737 eV. As for the structure (SMILES): C/C=C/C/C=C/N.O.O.O.O.O.O. Its multiplicity is 1.

XYZ file:
```
36
C6H23NO6 (ωB97M-V/def2-TZVPD)
C 2.951 -0.343 -0.525
C 1.985 0.127 0.571
C 2.373 0.279 1.824
C 1.418 0.901 2.880
C 0.004 1.026 2.343
C -0.606 -0.015 1.770
N -1.718 0.197 0.937
H 3.972 -0.242 -0.161
H 2.702 -1.334 -0.886
H 2.910 0.411 -1.313
H 1.013 0.202 0.141
H 3.415 0.229 2.110
H 1.518 0.366 3.826
H 1.856 1.890 3.017
H -0.492 1.989 2.366
H -0.297 -1.045 1.818
H -2.160 1.084 1.109
H -2.371 -0.578 0.835
O -2.067 2.743 -0.985
H -1.110 2.874 -0.852
H -2.479 3.079 -0.183
O 0.050 -2.571 -0.527
H 0.280 -1.917 -1.218
H 0.720 -2.399 0.148
O 0.648 1.943 -1.560
H 0.197 1.546 -2.327
H 0.517 1.271 -0.885
O -1.369 0.352 -2.083
H -1.209 -0.256 -1.350
H -1.744 1.151 -1.655
O 0.760 -1.623 -3.021
H 0.162 -0.942 -3.347
H 0.637 -2.494 -3.400
O -2.868 -2.391 0.913
H -2.328 -3.179 0.765
H -3.661 -2.541 0.386
```

---

Record 2
ORCA calculation (ωB97M-V/def2-TZVPD) on 6 unconnected molecules or ions with the total composition C6H23NO6 in a non-equilibrium geometry.

For the LUMO energy, the calculation gives 0.010 hartree. Its relative energy (zero: lowest compared OMol25 entry of this formula, charge and spin) is 2.039 eV. As for the frontier orbital gap: 9.280 eV. The value obtained for the calculated total energy is -20369.27785 eV. As for the structure (SMILES): CCC(=O)N(C)CC.O.O.O.O.O. Its multiplicity is 1.

XYZ file:
```
36
C6H23NO6 (ωB97M-V/def2-TZVPD)
C -0.744 -2.930 0.238
C 0.345 -1.866 0.017
C 0.383 -0.895 1.186
O -0.563 -0.740 1.953
N 1.500 -0.107 1.411
C 1.354 0.868 2.511
C 2.461 0.205 0.318
C 2.082 1.417 -0.511
H -1.305 -2.831 1.222
H -0.258 -3.949 0.352
H -1.504 -2.876 -0.511
H 1.327 -2.231 -0.281
H -0.090 -1.446 -0.910
H 0.356 1.324 2.353
H 2.115 1.614 2.404
H 1.151 0.502 3.543
H 3.413 0.292 0.802
H 2.468 -0.636 -0.385
H 1.165 1.992 -0.265
H 1.733 1.095 -1.462
H 2.859 2.120 -0.561
O 0.682 1.490 -5.143
H 0.522 0.556 -4.997
H 1.636 1.648 -5.244
O -4.178 1.587 0.679
H -4.777 1.462 -0.102
H -4.792 1.113 1.267
O -0.555 -2.600 3.839
H -0.585 -1.831 3.252
H -1.501 -2.833 3.920
O -1.897 1.907 -0.944
H -2.404 2.468 -0.357
H -2.444 2.133 -1.706
O 0.189 0.359 -2.688
H -0.271 0.522 -1.884
H 0.125 1.095 -3.316
```

---

Record 3
ORCA calculation (ωB97M-V/def2-TZVPD) on a molecular structure, C6H24Br2N12O6Y in a non-equilibrium geometry.

For the LUMO energy, the calculation gives -0.085 hartree. Its relative energy (zero: lowest compared OMol25 entry of this formula, charge and spin) is 0.803 eV. As for the frontier orbital gap: 7.725 eV. The value obtained for the calculated total energy is -177914.89106 eV. Its multiplicity is 1. The charge is +1.

XYZ file:
```
51
C6H24Br2N12O6Y (ωB97M-V/def2-TZVPD)
Y -0.634 -0.685 0.101
Br -3.331 -0.427 0.822
Br -0.412 -3.502 0.204
C -0.604 -1.268 3.763
O -0.561 -1.111 2.533
N -0.396 -2.492 4.273
N -0.812 -0.296 4.668
H -0.484 -3.201 3.556
H -0.304 -2.737 5.242
H -0.724 0.653 4.350
H -0.814 -0.543 5.641
C 2.521 -0.871 1.675
O 1.557 -0.606 0.963
N 3.821 -0.502 1.521
N 2.438 -1.754 2.689
H 3.948 0.169 0.779
H 4.585 -0.950 1.983
H 3.233 -1.909 3.274
H 1.497 -2.090 2.844
C 0.160 2.163 2.024
O -0.297 1.242 1.332
N 1.453 2.471 1.954
N -0.572 2.939 2.839
H 1.796 3.282 2.440
H 2.071 2.010 1.312
H -0.170 3.708 3.345
H -1.521 2.708 3.087
C 1.376 -1.047 -2.780
O 0.988 -0.777 -1.649
N 1.388 -2.327 -3.199
N 1.678 -0.156 -3.738
H 1.596 -2.582 -4.146
H 1.037 -2.977 -2.506
H 1.712 0.821 -3.505
H 1.913 -0.457 -4.666
C -0.849 2.239 -1.843
O -0.898 1.224 -1.153
N -1.863 2.560 -2.690
N 0.218 3.021 -1.922
H -2.728 2.050 -2.660
H -1.829 3.471 -3.113
H 0.958 2.794 -1.279
H 0.295 3.833 -2.507
C -2.475 -1.163 -2.858
O -1.564 -1.280 -2.010
N -3.766 -1.032 -2.592
N -2.125 -0.978 -4.134
H -4.053 -0.928 -1.624
H -4.444 -0.832 -3.304
H -1.220 -1.197 -4.511
H -2.790 -0.682 -4.828
```

---

Record 4
ORCA calculation (ωB97M-V/def2-TZVPD) on a molecular structure, C6H24BrFeN12O6 in a non-equilibrium geometry.

For the LUMO energy (alpha / beta), the calculation gives -0.265 / -0.490 hartree. As for the frontier orbital gap (alpha / beta): 10.933 / 4.709 eV. The value obtained for the calculated total energy is -141185.34603 eV. Its multiplicity is 7. The charge is +3.

XYZ file:
```
50
C6H24BrFeN12O6 (ωB97M-V/def2-TZVPD)
Fe 20.132 2.185 -3.426
Br 19.712 -0.056 -4.321
C 23.230 1.502 -3.561
O 22.154 1.951 -3.293
N 23.476 0.669 -4.548
N 24.267 1.804 -2.898
H 22.734 0.319 -5.136
H 24.382 0.239 -4.673
H 25.063 1.286 -3.241
H 24.328 2.450 -2.124
C 20.827 0.933 -0.536
O 20.350 1.589 -1.485
N 20.242 -0.128 0.031
N 21.937 1.261 0.014
H 20.824 -0.683 0.641
H 19.286 -0.348 -0.212
H 22.513 2.014 -0.335
H 22.418 0.647 0.655
C 20.504 4.829 -1.754
O 20.662 3.926 -2.630
N 21.292 5.165 -0.769
N 19.439 5.510 -1.530
H 22.181 4.695 -0.666
H 20.956 5.657 0.047
H 19.522 6.108 -0.720
H 18.675 5.721 -2.156
C 18.169 3.989 -5.197
O 18.763 3.175 -4.531
N 18.592 5.150 -5.547
N 16.958 3.862 -5.673
H 18.025 5.544 -6.283
H 19.510 5.444 -5.245
H 16.484 2.970 -5.655
H 16.407 4.543 -6.176
C 16.967 2.463 -1.948
O 18.150 2.358 -2.337
N 16.205 3.479 -2.160
N 16.486 1.563 -1.100
H 15.283 3.316 -1.782
H 16.556 4.349 -2.535
H 17.010 0.705 -0.999
H 15.645 1.790 -0.590
C 21.493 3.126 -6.622
O 21.137 2.833 -5.501
N 21.830 2.235 -7.491
N 21.550 4.302 -7.144
H 21.956 1.246 -7.329
H 22.124 2.701 -8.338
H 21.327 5.099 -6.566
H 21.754 4.372 -8.131
```

---

Record 5
ORCA calculation (ωB97M-V/def2-TZVPD) on a molecular structure, C6H24BrN12O6Y in a non-equilibrium geometry.

For the LUMO energy, the calculation gives -0.183 hartree. Its relative energy (zero: lowest compared OMol25 entry of this formula, charge and spin) is 0.188 eV. As for the frontier orbital gap: 7.996 eV. The value obtained for the calculated total energy is -107864.02068 eV. Its multiplicity is 1. The charge is +2.

XYZ file:
```
50
C6H24BrN12O6Y (ωB97M-V/def2-TZVPD)
Y 0.221 0.015 0.642
Br 2.457 -1.830 1.282
C -3.236 0.422 0.395
O -2.070 0.007 0.271
N -4.251 -0.150 -0.279
N -3.570 1.437 1.229
H -5.213 -0.117 0.006
H -3.952 -0.734 -1.041
H -2.890 1.737 1.902
H -4.502 1.799 1.138
C -0.123 -2.601 -1.648
O -0.159 -1.529 -1.047
N -0.930 -2.959 -2.688
N 0.670 -3.594 -1.198
H -1.453 -2.215 -3.112
H -0.747 -3.840 -3.131
H 1.261 -3.514 -0.381
H 0.656 -4.538 -1.550
C 2.965 1.741 1.826
O 1.854 1.475 1.319
N 3.931 2.384 1.149
N 3.204 1.495 3.131
H 4.800 2.569 1.617
H 3.840 2.473 0.153
H 4.029 1.927 3.511
H 2.514 1.155 3.773
C 2.070 0.336 -2.398
O 1.662 0.349 -1.240
N 3.378 0.262 -2.750
N 1.219 0.521 -3.443
H 3.563 0.062 -3.718
H 4.136 0.114 -2.108
H 1.538 0.543 -4.394
H 0.242 0.513 -3.218
C -1.185 -2.698 2.599
O -0.721 -1.860 1.809
N -1.793 -2.359 3.748
N -1.186 -4.014 2.285
H -2.131 -3.084 4.356
H -1.847 -1.404 4.042
H -0.614 -4.282 1.504
H -1.483 -4.686 2.969
C -0.665 3.147 -0.712
O -0.281 2.074 -0.223
N -1.640 3.238 -1.649
N 0.047 4.271 -0.468
H -2.214 2.418 -1.723
H -1.896 4.152 -1.976
H -0.174 5.161 -0.878
H 0.667 4.208 0.321
```

---

Record 6
ORCA calculation (ωB97M-V/def2-TZVPD) on a molecular structure, C6H24ClCuN12O6 in a non-equilibrium geometry.

For the LUMO energy (alpha / beta), the calculation gives -0.008 / -0.164 hartree. As for the frontier orbital gap (alpha / beta): 8.580 / 4.938 eV. The value obtained for the calculated total energy is -93939.54247 eV. Its multiplicity is 3.

XYZ file:
```
50
C6H24ClCuN12O6 (ωB97M-V/def2-TZVPD)
Cu 3.716 -0.187 -0.497
Cl 1.129 -0.415 -0.297
C 3.112 1.452 -3.289
O 3.730 1.427 -2.212
N 3.581 2.030 -4.323
N 2.005 0.868 -3.590
H 3.162 1.920 -5.236
H 4.560 2.226 -4.176
H 1.546 1.085 -4.463
H 1.474 0.305 -2.940
C 0.024 -2.735 2.822
O -0.326 -3.389 3.775
N -0.481 -1.623 2.417
N 0.684 -3.340 1.868
H -0.112 -1.130 1.616
H -1.289 -1.198 2.849
H 0.896 -4.281 2.167
H 1.105 -2.820 1.112
C -1.771 2.769 1.329
O -2.550 3.227 2.132
N -1.639 1.476 1.131
N -0.829 3.430 0.601
H -0.906 1.115 0.537
H -2.154 0.865 1.748
H -0.060 2.959 0.146
H -0.889 4.427 0.751
C -1.181 -4.260 -1.125
O -1.841 -4.818 -2.007
N -0.348 -3.359 -1.379
N -1.355 -4.417 0.131
H -0.402 -3.139 -2.364
H 0.035 -2.646 -0.775
H -1.896 -5.211 0.445
H -0.649 -3.974 0.702
C -2.236 1.344 -3.123
O -1.324 2.001 -3.632
N -3.504 1.660 -3.108
N -2.041 0.394 -2.209
H -4.182 1.119 -2.591
H -3.656 2.437 -3.735
H -2.894 -0.054 -1.907
H -1.158 0.261 -1.738
C 1.240 2.027 3.842
O 0.989 3.187 3.470
N 1.343 1.703 5.053
N 1.538 0.994 3.121
H 0.759 2.313 5.607
H 1.786 0.898 5.471
H 1.779 0.238 3.746
H 1.478 0.838 2.125
```